{
  "formula": "C27H44Cl25FIN6O3P",
  "method": "the ωB97M-V functional and the def2-TZVPD basis",
  "symbols": ["C", "C", "C", "C", "Cl", "C", "C", "N", "N", "N", "O", "C", "C", "C", "O", "N", "C", "C", "C", "F", "C", "C", "C", "I", "O", "C", "C", "C", "C", "C", "C", "N", "P", "N", "H", "H", "H", "H", "H", "H", "H", "H", "H", "H", "H", "H", "H", "H", "H", "H", "H", "H", "H", "H", "H", "H", "H", "H", "H", "H", "H", "H", "H", "H", "H", "H", "H", "H", "H", "H", "H", "H", "H", "H", "H", "H", "H", "H", "C", "Cl", "Cl", "Cl", "Cl", "C", "Cl", "Cl", "Cl", "Cl", "C", "Cl", "Cl", "Cl", "Cl", "C", "Cl", "Cl", "Cl", "Cl", "C", "Cl", "Cl", "Cl", "Cl", "C", "Cl", "Cl", "Cl", "Cl"],
  "coordinates": [[1.05, -3.64, 3.09], [0.73, -3.60, 1.61], [-0.62, -2.82, 1.04], [-0.32, -2.03, -0.42], [1.50, -1.56, -0.10], [-0.45, -3.20, -1.53], [0.88, -3.56, -2.42], [1.93, -4.40, -1.66], [1.47, -2.44, -3.23], [0.36, -4.56, -3.49], [-1.06, -0.89, -0.35], [-1.88, -0.14, -1.16], [-1.10, 1.35, -1.35], [0.24, 1.56, -0.47], [0.41, 1.41, 0.85], [1.51, 2.07, -1.19], [2.00, 1.10, -2.23], [2.58, 2.45, -0.19], [-2.26, -0.48, -2.69], [-1.04, -0.84, -3.52], [-3.46, -1.50, -3.05], [-4.29, -0.88, -4.36], [-3.19, 0.26, -0.18], [-4.79, 1.34, -1.31], [-2.60, 1.00, 0.89], [-3.23, 1.97, 1.68], [-4.76, 1.68, 2.29], [-3.28, 3.55, 1.19], [-1.85, 4.27, 0.94], [-1.88, 4.96, -0.58], [-0.43, 4.98, -1.33], [0.74, 5.41, -0.46], [-4.09, -1.21, 0.63], [-3.74, -2.69, 0.14], [1.78, -2.89, 3.62], [0.57, -4.55, 3.71], [1.48, -4.21, 0.93], [-0.96, -2.07, 1.88], [-1.44, -3.64, 0.95], [-0.72, -4.24, -1.01], [-1.32, -3.07, -2.32], [2.85, -4.02, -2.03], [1.92, -5.40, -2.03], [2.32, -2.01, -2.79], [1.62, -2.67, -4.23], [1.16, -4.80, -4.14], [-0.02, -5.42, -3.02], [-0.75, 1.48, -2.49], [-1.88, 2.25, -1.23], [2.58, 1.61, -3.14], [2.79, 0.37, -1.73], [1.16, 0.40, -2.68], [2.19, 3.29, 0.53], [3.03, 1.52, 0.35], [3.47, 2.94, -0.83], [-2.57, 0.55, -3.21], [-4.30, -1.63, -2.22], [-3.16, -2.58, -3.38], [-5.19, -0.26, -3.91], [-3.59, -0.23, -5.05], [-4.77, -1.81, -4.90], [-2.59, 2.05, 2.69], [-4.87, 0.60, 2.74], [-5.61, 1.99, 1.56], [-4.84, 2.42, 3.22], [-3.79, 4.12, 2.11], [-3.98, 3.77, 0.28], [-0.89, 3.63, 1.15], [-1.77, 5.21, 1.68], [-2.32, 6.07, -0.52], [-2.62, 4.38, -1.31], [-0.51, 5.79, -2.19], [-0.23, 3.95, -1.91], [0.86, 6.44, -0.68], [1.59, 4.97, -0.92], [-5.53, -1.04, 0.45], [-3.82, -1.18, 2.08], [-3.02, -2.57, -0.59], [1.69, -8.57, -2.52], [2.50, -7.23, -3.37], [1.78, -10.05, -3.51], [2.49, -8.85, -0.95], [-0.02, -8.15, -2.24], [3.79, 2.44, 3.51], [3.08, 3.99, 2.97], [5.51, 2.39, 3.07], [3.63, 2.30, 5.28], [2.93, 1.09, 2.73], [4.99, 6.24, 6.19], [6.13, 4.93, 5.78], [5.89, 7.64, 6.83], [4.09, 6.72, 4.74], [3.84, 5.66, 7.43], [1.09, -1.51, -7.24], [0.20, -1.10, -5.75], [-0.07, -1.86, -8.55], [2.13, -0.15, -7.71], [2.09, -2.95, -6.95], [4.39, -6.47, 1.63], [5.53, -7.77, 1.22], [5.29, -5.07, 2.26], [3.49, -5.98, 0.17], [3.24, -7.04, 2.87], [0.19, 6.19, 9.91], [-1.49, 5.79, 9.48], [0.32, 6.38, 11.68], [1.27, 4.88, 9.38], [0.66, 7.72, 9.12]],
  "lumo_energy_ev": -0.49
}

{
  "formula": "C27H44GdN3P3Se",
  "method": "the ωB97M-V functional and the def2-TZVPD basis",
  "symbols": ["Gd", "P", "P", "P", "H", "C", "C", "H", "C", "C", "C", "C", "C", "C", "C", "C", "C", "H", "H", "H", "H", "H", "H", "H", "H", "H", "H", "H", "H", "H", "H", "H", "H", "H", "H", "H", "H", "H", "H", "H", "H", "H", "H", "H", "H", "H", "C", "C", "C", "C", "C", "C", "Se", "H", "H", "H", "H", "H", "H", "N", "C", "C", "C", "C", "C", "C", "C", "N", "C", "C", "N", "C", "H", "H", "H", "H", "H", "H", "H"],
  "coordinates": [[-0.43, 1.16, -2.28], [-2.01, -2.58, 0.70], [2.08, -0.76, 0.35], [1.52, -1.06, -3.16], [-2.81, 1.72, -1.47], [-2.60, 1.66, -2.55], [-2.42, 0.40, -3.16], [-1.83, 0.25, -4.07], [-3.70, -2.70, 1.38], [-0.88, -3.84, 1.37], [-2.19, -2.76, -1.08], [3.32, 0.60, 0.32], [1.88, -0.84, 2.20], [3.28, -2.16, 0.19], [0.95, -1.01, -4.93], [1.45, -2.89, -2.89], [3.34, -0.86, -3.48], [-3.01, 2.54, -3.07], [-3.04, -0.46, -2.91], [-4.42, -2.60, 0.55], [-3.89, -1.90, 2.12], [-3.86, -3.69, 1.84], [-0.63, -3.57, 2.42], [0.04, -3.83, 0.76], [-1.34, -4.85, 1.33], [-3.22, -2.47, -1.33], [-2.06, -3.82, -1.39], [-1.49, -2.13, -1.65], [3.91, 0.64, 1.26], [2.76, 1.55, 0.22], [3.99, 0.48, -0.55], [2.49, -1.65, 2.63], [0.81, -1.01, 2.42], [2.21, 0.08, 2.68], [3.86, -2.26, 1.12], [3.97, -1.98, -0.65], [2.69, -3.09, 0.03], [1.58, -1.70, -5.52], [1.00, 0.01, -5.34], [-0.09, -1.35, -4.97], [1.60, -3.42, -3.85], [0.46, -3.14, -2.49], [2.21, -3.23, -2.18], [3.59, -1.22, -4.50], [3.95, -1.38, -2.73], [3.57, 0.21, -3.42], [0.86, 3.39, -1.34], [-0.17, 3.58, -2.34], [0.04, 3.09, -3.67], [1.37, 2.80, -4.08], [2.41, 2.90, -3.14], [2.17, 3.17, -1.80], [0.51, 3.09, 0.54], [-1.50, -1.34, 1.20], [-1.11, 4.00, -1.99], [-0.79, 2.91, -4.38], [1.57, 2.58, -5.13], [3.45, 2.80, -3.46], [2.98, 3.15, -1.05], [0.09, 1.61, 9.09], [-0.23, 1.57, 7.96], [-0.59, 1.47, 6.57], [-1.95, 1.37, 6.22], [-2.36, 1.43, 4.89], [-1.39, 1.53, 3.87], [-0.04, 1.63, 4.23], [0.37, 1.60, 5.57], [-1.77, 1.50, 2.51], [-3.07, 1.55, 2.01], [-3.01, 1.37, 0.66], [-1.71, 1.03, 0.31], [-0.97, 1.20, 1.42], [-2.72, 1.32, 7.00], [-3.42, 1.28, 4.62], [0.72, 1.76, 3.46], [1.42, 1.64, 5.86], [-3.93, 1.70, 2.65], [-3.82, 1.47, -0.05], [0.02, 0.75, 1.55]],
  "charge": 3,
  "lumo_energy_ev": [-10.03, -10.60],
  "spin_multiplicity": 8
}

{
  "formula": "C27H44N2O3PPdS4Se4",
  "method": "the ωB97M-V functional and the def2-TZVPD basis",
  "symbols": ["Pd", "Se", "Se", "Se", "Se", "O", "S", "C", "C", "C", "C", "C", "C", "C", "C", "C", "C", "C", "C", "H", "H", "H", "H", "H", "H", "H", "H", "H", "H", "C", "C", "C", "O", "P", "S", "S", "O", "C", "C", "C", "H", "H", "H", "H", "H", "H", "H", "H", "H", "H", "H", "H", "H", "H", "C", "C", "C", "C", "N", "C", "S", "N", "C", "C", "C", "C", "H", "H", "H", "H", "H", "H", "H", "H", "H", "H", "H", "H", "H", "H", "H", "H", "H", "H", "H", "H"],
  "coordinates": [[0.68, -0.89, 1.53], [4.00, -0.79, 2.69], [4.74, -1.53, 4.58], [1.32, 0.64, 4.95], [-0.19, -0.58, 3.98], [1.71, 0.91, 1.08], [1.37, 2.28, 1.66], [0.95, 3.23, 0.21], [0.94, 2.62, -1.03], [0.60, 3.37, -2.14], [0.26, 4.71, -2.00], [0.27, 5.31, -0.74], [0.61, 4.56, 0.37], [2.95, 3.01, 2.03], [4.04, 2.79, 1.19], [5.26, 3.35, 1.53], [5.38, 4.12, 2.68], [4.29, 4.34, 3.50], [3.06, 3.77, 3.18], [1.20, 1.57, -1.12], [0.60, 2.92, -3.12], [0.00, 5.30, -2.87], [0.01, 6.36, -0.63], [0.62, 5.02, 1.36], [3.92, 2.18, 0.30], [6.12, 3.19, 0.89], [6.34, 4.56, 2.93], [4.39, 4.94, 4.40], [2.20, 3.92, 3.82], [1.56, -4.32, -2.82], [0.23, -4.77, -2.27], [0.17, -6.26, -1.97], [-0.15, -4.01, -1.07], [0.74, -3.53, 0.11], [-0.46, -2.87, 1.57], [1.83, -1.87, -0.24], [1.60, -4.81, 0.44], [2.69, -5.03, 1.40], [2.40, -4.41, 2.75], [4.00, -4.58, 0.79], [1.75, -4.83, -3.77], [2.38, -4.56, -2.14], [1.57, -3.24, -3.01], [-0.56, -4.51, -2.97], [0.97, -6.56, -1.30], [0.27, -6.81, -2.91], [-0.79, -6.52, -1.52], [2.68, -6.12, 1.49], [2.40, -3.32, 2.69], [3.19, -4.71, 3.44], [1.45, -4.75, 3.14], [4.03, -3.50, 0.68], [4.16, -5.05, -0.18], [4.82, -4.88, 1.45], [-5.61, 2.17, -0.77], [-5.46, 3.36, 0.18], [-4.33, 3.24, 1.20], [-2.93, 3.54, 0.67], [-2.47, 2.64, -0.38], [-2.03, 1.38, -0.20], [-1.80, 0.75, 1.36], [-1.79, 0.69, -1.32], [-1.45, -0.73, -1.38], [-2.65, -1.66, -1.20], [-3.79, -1.41, -2.18], [-3.38, -1.56, -3.65], [-6.52, 2.25, -1.35], [-5.65, 1.23, -0.21], [-4.78, 2.09, -1.47], [-6.39, 3.47, 0.73], [-5.34, 4.29, -0.39], [-4.33, 2.24, 1.65], [-4.50, 3.94, 2.02], [-2.21, 3.49, 1.49], [-2.89, 4.54, 0.25], [-2.60, 2.95, -1.33], [-2.03, 1.13, -2.19], [-0.71, -0.93, -0.61], [-0.97, -0.90, -2.34], [-3.01, -1.55, -0.17], [-2.28, -2.68, -1.30], [-4.20, -0.41, -2.02], [-4.60, -2.10, -1.96], [-2.65, -0.82, -3.95], [-4.24, -1.46, -4.31], [-2.94, -2.55, -3.83]],
  "charge": 1,
  "lumo_energy_ev": [-3.32, -4.98],
  "spin_multiplicity": 5
}

Number 1: maximum force 7.85 eV/Å, energy -376943.308 eV. Number 2: maximum force 6.18 eV/Å, energy -147196.960 eV. Number 3: maximum force 0.55 eV/Å, energy -355328.786 eV.